Entry 1:
Formula: C2H6N2S
Source: OMol25
Level of theory: wB97M-V/def2-TZVPD

The LUMO energy comes out at 0.025 Eh. Its SMILES is [H]/N=C\N(C)S. For the total energy, the calculation gives -15985.3401 eV. The calculation puts the energy relative to the best compared isomer or geometry (same formula, charge and spin) at 33.6 kcal per mole.

```
! RIJCOSX wB97M-V def2-TZVPD def2/J DEFGRID3
* xyz 0 1
S -0.7267 -1.6406 -0.2002
N -0.1058 -0.0584 -0.2267
N 2.0746 -0.7703 -0.0991
C 1.2531 0.2000 -0.1357
C -1.0641 0.9623 -0.0430
H 1.5495 1.2142 -0.1578
H -0.5315 -1.9993 1.1038
H -0.5727 1.9362 -0.1847
H 1.5793 -1.7526 -0.0283
H -1.6263 1.0428 0.8913
H -1.8294 0.8658 -0.9195
*
```

=====

Entry 2:
Formula: C2H6N2S2
Source: OMol25
Level of theory: wB97M-V/def2-TZVPD

The LUMO energy comes out at 0.005 Eh. Its SMILES is CN(S)/C=N/S. For the total energy, the calculation gives -26817.1266 eV. The calculation puts the energy relative to the best compared isomer or geometry (same formula, charge and spin) at 108.1 kcal per mole.

```
! RIJCOSX wB97M-V def2-TZVPD def2/J DEFGRID3
* xyz 0 1
S -1.2129 -1.8270 -0.2765
S 2.9091 -0.3721 -0.3053
N -0.8250 -0.0127 -0.6043
N 1.3662 -0.9436 -0.2348
C 0.5090 0.1104 -0.4938
C -1.7264 1.0895 0.0191
H -1.4966 1.0804 1.2169
H -2.8049 1.1016 -0.4205
H -1.1673 1.9407 -0.4276
H 3.5040 -1.0265 1.1253
H 0.8583 1.1304 -0.2959
H 0.0865 -2.2711 0.6973
*
```

=====

Entry 3:
Formula: C2H6N3
Source: OMol25
Level of theory: wB97M-V/def2-TZVPD

The LUMO energy (spin up / spin down) comes out at -0.205 / -0.205 Eh. Its SMILES is [H]/N=C(\N)C=[NH2+]. For the total energy, the calculation gives -6631.6788 eV. The calculation puts the energy relative to the best compared isomer or geometry (same formula, charge and spin) at 78.6 kcal per mole.

```
! RIJCOSX wB97M-V def2-TZVPD def2/J DEFGRID3
* xyz 1 1
N -0.4669 1.6701 -0.2328
N -1.4312 -0.4888 -0.2125
N 1.4425 -0.7662 0.0660
C -0.7117 0.4705 0.2020
C 0.5784 0.0745 0.7396
H -1.0199 -1.3221 -0.0276
H -2.3663 -0.3816 -0.6633
H 0.9893 0.7659 1.2496
H 1.1476 -1.6791 -0.3871
H -0.5816 2.4132 -0.8847
H 2.4198 -0.7565 0.1509
*
```

=====

Entry 4:
Formula: C2H6N3
Source: OMol25
Level of theory: wB97M-V/def2-TZVPD

The LUMO energy (spin up / spin down) comes out at -0.255 / -0.195 Eh. For the total energy, the calculation gives -6628.7748 eV. The calculation puts the energy relative to the best compared isomer or geometry (same formula, charge and spin) at 145.6 kcal per mole.

```
! RIJCOSX wB97M-V def2-TZVPD def2/J DEFGRID3
* xyz 1 1
N -0.1973 -0.9849 0.4694
N -2.0619 0.6976 0.6159
N -1.0081 -1.1273 -0.7647
C 2.1515 0.0633 0.1399
C -1.2703 -0.2625 0.1935
H -2.9972 0.9935 0.3200
H 1.8986 0.9854 0.6538
H -1.5714 -1.9418 -0.8349
H 2.5109 0.0223 -0.9051
H -1.6837 1.1896 1.3361
H 2.7229 -0.6868 0.6850
*
```